# 1
{
  "formula": "C16H44BrNO14P4",
  "method": "wB97M-V/def2-TZVPD",
  "largest_force_ha_per_bohr": 0.1817,
  "e_homo_ev": -8.643,
  "smiles": "COC[C@@H](NCCCBr)P(C)O.COP(=O)(OC)OC.COP(=O)(OC)OC.COP(=O)(OC)OC",
  "energy_ev": -154651.6009,
  "species": ["C", "O", "C", "C", "N", "C", "C", "C", "Br", "P", "C", "O", "H", "H", "H", "H", "H", "H", "H", "H", "H", "H", "H", "H", "H", "H", "H", "H", "H", "C", "O", "P", "O", "O", "C", "O", "C", "H", "H", "H", "H", "H", "H", "H", "H", "H", "C", "O", "P", "O", "O", "C", "O", "C", "H", "H", "H", "H", "H", "H", "H", "H", "H", "C", "O", "P", "O", "O", "C", "O", "C", "H", "H", "H", "H", "H", "H", "H", "H", "H"],
  "coordinates": [[-0.35, -1.81, -1.77], [0.10, -0.52, -1.35], [0.25, 0.38, -2.45], [-1.11, 0.87, -3.10], [-1.70, 2.09, -2.50], [-2.35, 1.83, -1.19], [-3.93, 1.89, -1.24], [-4.60, 0.91, -2.29], [-5.83, -0.37, -1.34], [-0.78, 1.32, -4.93], [-2.48, 1.73, -5.68], [-0.19, -0.09, -5.74], [-0.13, -2.03, -2.86], [0.14, -2.65, -1.19], [-1.47, -1.90, -1.59], [0.80, 1.29, -2.04], [0.91, -0.04, -3.27], [-1.83, -0.01, -3.13], [-0.88, 2.67, -2.28], [-2.02, 2.67, -0.50], [-1.95, 0.88, -0.71], [-4.31, 1.64, -0.21], [-4.21, 2.95, -1.56], [-3.88, 0.32, -2.91], [-5.28, 1.50, -2.98], [-2.81, 2.78, -5.38], [-3.30, 1.04, -5.30], [-2.44, 1.67, -6.81], [-0.69, -0.82, -5.33], [3.67, 2.20, 0.87], [2.93, 1.09, 1.35], [3.43, 0.26, 2.76], [4.84, 0.85, 2.72], [3.40, -1.20, 2.01], [3.14, -1.35, 0.63], [3.69, -0.57, 4.23], [4.89, -0.40, 4.96], [3.10, 2.64, 0.05], [3.80, 2.95, 1.65], [4.63, 1.87, 0.48], [3.89, -0.82, 0.03], [2.14, -1.00, 0.39], [3.21, -2.41, 0.38], [5.03, 0.64, 5.25], [5.74, -0.76, 4.37], [4.82, -1.01, 5.86], [6.05, -3.93, 1.74], [5.99, -3.87, 0.33], [6.70, -5.10, -0.63], [7.56, -5.66, 0.50], [7.57, -4.03, -1.51], [7.64, -2.64, -1.21], [7.13, -6.29, -1.78], [7.93, -7.40, -1.41], [5.42, -3.12, 2.13], [5.65, -4.87, 2.11], [7.06, -3.77, 2.09], [8.05, -2.48, -0.21], [6.65, -2.18, -1.30], [8.30, -2.17, -1.93], [7.44, -7.99, -0.63], [8.91, -7.06, -1.09], [8.05, -8.02, -2.30], [-6.98, 2.29, 0.79], [-8.08, 2.33, 1.69], [-8.34, 3.71, 2.67], [-6.92, 4.27, 2.50], [-8.42, 2.81, 4.04], [-8.15, 1.42, 4.08], [-8.93, 5.03, 3.58], [-8.13, 6.18, 3.79], [-7.08, 1.39, 0.18], [-6.98, 3.16, 0.13], [-6.04, 2.22, 1.34], [-7.12, 1.21, 3.76], [-8.86, 0.87, 3.46], [-8.26, 1.08, 5.11], [-7.87, 6.65, 2.84], [-7.24, 5.92, 4.36], [-8.72, 6.88, 4.38]]
}

***

# 2
{
  "formula": "C16H44ClN4O4Ti2",
  "method": "wB97M-V/def2-TZVPD",
  "largest_force_ha_per_bohr": 0.0590,
  "e_homo_ev": [-6.034, -8.919],
  "multiplicity": 8,
  "s_squared": 15.752,
  "energy_ev": -90198.4732,
  "species": ["Ti", "Ti", "Cl", "C", "C", "C", "O", "C", "N", "H", "H", "H", "H", "H", "H", "H", "H", "H", "H", "H", "C", "C", "C", "O", "C", "N", "H", "H", "H", "H", "H", "H", "H", "H", "H", "H", "H", "C", "C", "C", "O", "C", "N", "H", "H", "H", "H", "H", "H", "H", "H", "H", "H", "H", "C", "C", "C", "O", "C", "N", "H", "H", "H", "H", "H", "H", "H", "H", "H", "H", "H"],
  "coordinates": [[-0.28, -4.76, 0.49], [-3.69, -3.10, 0.04], [-1.20, -2.05, -0.31], [2.70, 0.21, 1.88], [3.09, -1.26, 1.78], [4.14, -1.65, 2.91], [5.27, -0.87, 2.90], [6.26, -1.18, 3.84], [1.82, -1.93, 1.84], [2.00, 0.50, 1.09], [3.58, 0.85, 1.87], [2.19, 0.50, 2.79], [3.57, -1.29, 0.80], [4.32, -2.71, 2.75], [3.60, -1.67, 3.85], [6.10, -2.21, 4.16], [6.24, -0.64, 4.78], [7.26, -1.08, 3.41], [1.31, -1.58, 1.04], [1.38, -1.54, 2.66], [-3.27, 0.80, 1.89], [-2.22, 0.23, 2.83], [-2.46, 0.67, 4.27], [-2.46, 2.12, 4.42], [-1.27, 2.82, 4.43], [-2.21, -1.22, 2.76], [-4.31, 0.54, 2.09], [-3.07, 0.43, 0.89], [-3.07, 1.87, 1.92], [-1.25, 0.55, 2.45], [-1.77, 0.19, 4.96], [-3.41, 0.24, 4.56], [-1.43, 3.89, 4.31], [-0.62, 2.43, 3.65], [-0.64, 2.76, 5.31], [-2.05, -1.60, 1.84], [-1.40, -1.54, 3.27], [0.77, 2.63, -3.05], [0.57, 1.72, -1.81], [-0.89, 1.84, -1.37], [-1.25, 3.21, -1.07], [-0.91, 3.64, 0.21], [0.94, 0.33, -2.14], [0.18, 2.25, -3.88], [1.84, 2.80, -3.16], [0.43, 3.66, -2.91], [1.12, 2.17, -0.99], [-1.14, 1.21, -0.52], [-1.44, 1.42, -2.21], [-1.48, 3.27, 1.06], [-0.92, 4.73, 0.16], [0.13, 3.45, 0.49], [0.46, -0.04, -2.95], [0.56, -0.25, -1.39], [-3.14, -2.10, -5.00], [-2.29, -1.79, -3.78], [-0.78, -1.90, -4.03], [-0.33, -0.88, -4.93], [1.01, -0.99, -5.31], [-2.70, -0.53, -3.20], [-4.23, -2.10, -4.92], [-2.92, -3.11, -5.34], [-2.80, -1.45, -5.80], [-2.40, -2.60, -3.06], [-0.58, -2.88, -4.45], [-0.25, -1.90, -3.09], [1.25, -0.01, -5.71], [1.26, -1.81, -5.98], [1.69, -1.15, -4.47], [-1.99, 0.05, -3.60], [-2.49, -0.61, -2.21]]
}

***

# 3
{
  "formula": "C16H44F6N4NaO4P",
  "method": "wB97M-V/def2-TZVPD",
  "largest_force_ha_per_bohr": 0.0747,
  "e_homo_ev": [-11.069, -11.069],
  "charge": 1,
  "multiplicity": 2,
  "s_squared": 0.755,
  "energy_ev": -61460.6343,
  "species": ["Na", "P", "F", "F", "F", "F", "F", "F", "C", "C", "C", "O", "C", "N", "H", "H", "H", "H", "H", "H", "H", "H", "H", "H", "H", "C", "C", "C", "O", "C", "N", "H", "H", "H", "H", "H", "H", "H", "H", "H", "H", "H", "C", "C", "C", "O", "C", "N", "H", "H", "H", "H", "H", "H", "H", "H", "H", "H", "H", "C", "C", "C", "O", "C", "N", "H", "H", "H", "H", "H", "H", "H", "H", "H", "H", "H"],
  "coordinates": [[-0.34, 2.13, 4.29], [-0.77, 0.54, 1.22], [0.52, 0.61, 0.19], [0.03, -0.12, 2.43], [-0.53, 1.99, 1.89], [-2.23, 0.44, 2.01], [-1.67, 1.11, -0.02], [-1.17, -0.92, 0.63], [1.21, 4.56, 2.25], [2.06, 3.38, 2.47], [3.49, 3.61, 1.98], [4.43, 2.69, 2.64], [5.26, 2.04, 1.67], [1.90, 2.99, 3.88], [1.60, 5.46, 2.73], [0.17, 4.50, 2.57], [1.16, 4.78, 1.18], [1.66, 2.49, 1.98], [3.78, 4.63, 2.20], [3.50, 3.52, 0.89], [6.10, 1.59, 2.19], [5.59, 2.83, 1.00], [4.65, 1.33, 1.11], [2.26, 3.73, 4.47], [2.53, 2.21, 4.03], [2.64, -4.60, 1.29], [2.32, -3.17, 1.72], [2.33, -2.08, 0.52], [3.55, -1.95, -0.17], [3.56, -0.97, -1.22], [1.06, -3.00, 2.29], [3.72, -4.60, 1.13], [2.05, -4.77, 0.39], [2.32, -5.28, 2.08], [3.14, -2.82, 2.35], [2.17, -1.14, 1.04], [1.57, -2.32, -0.22], [4.58, -0.83, -1.59], [3.49, -0.04, -0.65], [2.76, -1.28, -1.88], [0.58, -2.27, 1.78], [1.15, -2.72, 3.26], [1.23, 1.92, -2.73], [-0.22, 1.55, -3.10], [-0.49, 0.08, -3.00], [0.19, -0.76, -3.99], [-0.05, -2.13, -3.61], [-1.12, 2.37, -2.27], [2.00, 1.42, -3.32], [1.53, 1.76, -1.69], [1.41, 2.97, -2.93], [-0.33, 2.07, -4.05], [-1.56, -0.06, -3.17], [-0.13, -0.21, -2.02], [-1.09, -2.44, -3.76], [0.30, -2.38, -2.61], [0.62, -2.73, -4.22], [-2.04, 2.04, -2.53], [-1.16, 1.89, -1.38], [-4.77, -1.10, 0.63], [-4.80, -2.11, -0.54], [-4.67, -1.43, -1.91], [-5.62, -0.33, -2.10], [-6.92, -0.70, -1.86], [-3.68, -3.09, -0.35], [-3.76, -0.71, 0.76], [-4.93, -1.76, 1.49], [-5.51, -0.30, 0.59], [-5.70, -2.72, -0.46], [-4.87, -2.14, -2.71], [-3.78, -0.80, -1.94], [-7.13, -1.65, -2.33], [-7.42, 0.19, -2.26], [-7.35, -0.73, -0.85], [-2.81, -2.58, -0.24], [-3.55, -3.64, 0.48]]
}

***

# 4
{
  "formula": "C16H44FLi2N4O4",
  "method": "wB97M-V/def2-TZVPD",
  "largest_force_ha_per_bohr": 0.0773,
  "e_homo_ev": [-14.185, -14.178],
  "charge": 2,
  "multiplicity": 2,
  "s_squared": 0.755,
  "energy_ev": -34565.2974,
  "species": ["Li", "Li", "F", "C", "C", "C", "O", "C", "N", "H", "H", "H", "H", "H", "H", "H", "H", "H", "H", "H", "C", "C", "C", "O", "C", "N", "H", "H", "H", "H", "H", "H", "H", "H", "H", "H", "H", "C", "C", "C", "O", "C", "N", "H", "H", "H", "H", "H", "H", "H", "H", "H", "H", "H", "C", "C", "C", "O", "C", "N", "H", "H", "H", "H", "H", "H", "H", "H", "H", "H", "H"],
  "coordinates": [[0.79, 24.56, -3.39], [2.10, 27.14, -4.09], [1.37, 25.52, -5.11], [-1.75, 27.85, -7.79], [-0.60, 26.89, -7.52], [0.20, 26.58, -8.79], [0.99, 27.70, -9.30], [1.51, 27.52, -10.59], [0.29, 27.66, -6.70], [-2.43, 27.34, -8.47], [-1.39, 28.82, -8.14], [-2.32, 28.00, -6.87], [-0.99, 26.04, -6.98], [-0.56, 26.25, -9.50], [0.73, 25.63, -8.75], [1.07, 28.31, -11.20], [1.29, 26.57, -11.09], [2.59, 27.59, -10.45], [0.75, 26.93, -6.18], [0.97, 27.84, -7.43], [-1.77, 25.64, -3.86], [-1.99, 24.35, -3.13], [-2.46, 23.26, -4.07], [-2.87, 21.95, -3.59], [-4.06, 22.03, -2.91], [-0.83, 23.89, -2.50], [-2.71, 26.14, -4.08], [-1.27, 25.52, -4.83], [-1.14, 26.28, -3.23], [-2.69, 24.62, -2.34], [-1.71, 23.11, -4.85], [-3.40, 23.65, -4.47], [-4.29, 21.04, -2.53], [-4.94, 22.20, -3.53], [-4.14, 22.82, -2.16], [-1.13, 23.00, -2.11], [-0.76, 24.44, -1.66], [1.18, 20.13, -5.61], [1.09, 21.50, -4.94], [2.30, 21.75, -4.09], [1.97, 22.82, -3.22], [2.98, 22.90, -2.24], [0.97, 22.56, -5.96], [1.31, 19.40, -4.81], [2.17, 20.10, -6.06], [0.27, 19.89, -6.16], [0.25, 21.47, -4.25], [3.25, 21.74, -4.64], [2.40, 20.79, -3.58], [3.87, 23.51, -2.43], [3.18, 21.92, -1.81], [2.52, 23.50, -1.45], [0.84, 23.52, -5.68], [0.22, 22.45, -6.62], [6.35, 24.51, -6.60], [4.95, 25.11, -6.43], [4.27, 25.52, -7.81], [4.09, 24.52, -8.83], [4.25, 24.90, -10.23], [4.18, 24.14, -5.77], [6.30, 23.76, -7.39], [6.69, 23.91, -5.76], [7.05, 25.34, -6.70], [5.01, 26.07, -5.91], [4.94, 26.24, -8.27], [3.39, 26.14, -7.72], [3.36, 25.46, -10.49], [4.19, 23.99, -10.82], [5.18, 25.43, -10.45], [3.69, 23.47, -6.35], [3.37, 24.68, -5.49]]
}

***

# 5
{
  "formula": "C16H44FLiN4O4",
  "method": "wB97M-V/def2-TZVPD",
  "relative_energy_kcal_mol": 0.0,
  "largest_force_ha_per_bohr": 0.0256,
  "e_homo_ev": -8.317,
  "energy_ev": -34379.8454,
  "species": ["Li", "F", "C", "C", "C", "O", "C", "N", "H", "H", "H", "H", "H", "H", "H", "H", "H", "H", "H", "C", "C", "C", "O", "C", "N", "H", "H", "H", "H", "H", "H", "H", "H", "H", "H", "H", "C", "C", "C", "O", "C", "N", "H", "H", "H", "H", "H", "H", "H", "H", "H", "H", "H", "C", "C", "C", "O", "C", "N", "H", "H", "H", "H", "H", "H", "H", "H", "H", "H", "H"],
  "coordinates": [[-3.14, 18.70, -3.94], [-1.31, 19.20, -3.82], [-6.02, 17.78, -1.08], [-4.74, 17.91, -1.88], [-4.37, 16.61, -2.56], [-3.11, 16.78, -3.17], [-2.78, 15.67, -3.98], [-4.91, 18.92, -2.97], [-6.25, 18.73, -0.59], [-5.99, 17.05, -0.27], [-6.88, 17.57, -1.73], [-3.91, 18.21, -1.23], [-5.15, 16.32, -3.28], [-4.34, 15.79, -1.83], [-3.43, 15.61, -4.86], [-2.89, 14.73, -3.42], [-1.75, 15.75, -4.32], [-5.83, 18.81, -3.38], [-4.93, 19.85, -2.55], [-2.88, 20.42, -6.86], [-4.06, 19.51, -6.53], [-4.86, 19.19, -7.77], [-6.00, 18.45, -7.40], [-6.71, 17.97, -8.52], [-3.51, 18.27, -5.90], [-3.19, 21.28, -7.45], [-2.12, 19.87, -7.42], [-2.43, 20.79, -5.94], [-4.73, 19.99, -5.81], [-4.25, 18.67, -8.53], [-5.19, 20.13, -8.23], [-7.49, 17.28, -8.19], [-6.04, 17.40, -9.18], [-7.17, 18.80, -9.07], [-2.79, 17.91, -6.53], [-4.26, 17.58, -5.98], [-3.34, 23.31, -1.74], [-2.44, 22.10, -1.93], [-2.78, 20.98, -0.98], [-2.84, 21.35, 0.39], [-1.61, 21.79, 0.91], [-2.61, 21.57, -3.30], [-3.15, 23.78, -0.77], [-4.39, 23.01, -1.72], [-3.19, 24.04, -2.54], [-1.39, 22.39, -1.80], [-2.06, 20.15, -1.10], [-3.76, 20.55, -1.21], [-1.29, 22.73, 0.44], [-0.80, 21.05, 0.78], [-1.71, 21.90, 1.99], [-2.22, 22.28, -3.93], [-1.88, 20.85, -3.51], [1.70, 18.19, -1.86], [0.64, 17.26, -1.31], [-0.18, 17.97, -0.24], [-1.21, 17.12, 0.21], [-2.14, 17.77, 1.05], [-0.17, 16.78, -2.42], [2.41, 18.55, -1.11], [1.26, 19.07, -2.35], [2.28, 17.66, -2.62], [1.12, 16.39, -0.86], [-0.59, 18.89, -0.68], [0.49, 18.22, 0.60], [-1.81, 17.79, 2.09], [-3.09, 17.23, 0.96], [-2.32, 18.80, 0.71], [-0.65, 17.59, -2.84], [-0.96, 16.28, -2.03]]
}

***

# 6
{
  "formula": "C16H45N12O21",
  "method": "wB97M-V/def2-TZVPD",
  "largest_force_ha_per_bohr": 0.0667,
  "e_homo_ev": -12.243,
  "charge": 1,
  "energy_ev": -78167.1141,
  "species": ["C", "C", "O", "C", "O", "N", "C", "N", "N", "C", "C", "C", "O", "H", "H", "H", "H", "H", "H", "H", "H", "H", "H", "H", "H", "H", "H", "H", "H", "H", "H", "C", "N", "O", "O", "H", "H", "H", "C", "N", "O", "O", "H", "H", "H", "C", "N", "O", "O", "H", "H", "H", "C", "N", "O", "O", "H", "H", "H", "C", "N", "O", "O", "H", "H", "H", "C", "N", "O", "O", "H", "H", "H", "C", "N", "O", "O", "H", "H", "H", "C", "N", "O", "O", "H", "H", "H", "C", "N", "O", "O", "H", "H", "H"],
  "coordinates": [[2.64, 3.55, -1.58], [2.12, 2.09, -1.15], [2.95, 1.57, -0.11], [0.61, 2.28, -0.72], [0.02, 1.03, -0.22], [-1.31, 1.26, -0.04], [-2.25, 0.80, -0.83], [-1.79, -0.03, -1.92], [-3.63, 0.99, -0.70], [-4.04, 2.12, 0.15], [-3.55, 3.55, -0.34], [-3.89, 3.82, -1.86], [-5.18, 3.31, -2.22], [2.55, 3.71, -2.69], [1.95, 4.29, -1.08], [3.70, 3.70, -1.24], [2.12, 1.38, -2.04], [2.96, 0.61, -0.30], [0.05, 2.55, -1.67], [0.50, 3.07, 0.08], [-1.55, 1.83, 0.78], [-1.30, 0.52, -2.63], [-2.58, -0.55, -2.31], [-4.05, 1.13, -1.63], [-5.16, 2.14, 0.24], [-3.65, 1.99, 1.21], [-4.15, 4.30, 0.25], [-2.47, 3.77, -0.08], [-3.05, 3.48, -2.54], [-3.93, 4.95, -1.96], [-5.54, 3.83, -2.96], [1.59, -2.35, 1.34], [2.82, -2.15, 0.53], [2.74, -1.40, -0.44], [3.82, -2.73, 0.88], [0.78, -1.77, 0.90], [1.36, -3.42, 1.31], [1.81, -2.02, 2.35], [6.40, -4.19, 2.12], [7.60, -4.56, 2.92], [7.43, -4.84, 4.09], [8.67, -4.54, 2.35], [5.53, -4.25, 2.76], [6.55, -3.17, 1.76], [6.33, -4.90, 1.30], [-1.19, 7.10, 2.26], [-1.43, 6.23, 1.07], [-2.57, 6.10, 0.69], [-0.45, 5.71, 0.55], [-2.13, 7.48, 2.60], [-0.72, 6.48, 3.02], [-0.53, 7.90, 1.95], [2.73, -3.61, 5.90], [2.14, -3.27, 4.58], [2.52, -3.90, 3.61], [1.32, -2.37, 4.55], [3.45, -4.41, 5.76], [3.23, -2.71, 6.28], [1.92, -3.91, 6.55], [0.58, -7.00, -0.57], [0.15, -6.12, 0.55], [-0.18, -6.65, 1.59], [0.16, -4.92, 0.34], [0.52, -8.03, -0.24], [-0.09, -6.82, -1.40], [1.60, -6.73, -0.82], [0.70, 0.44, -6.10], [0.25, 1.34, -5.01], [-0.08, 0.83, -3.95], [0.24, 2.53, -5.24], [0.66, -0.59, -5.75], [0.03, 0.59, -6.94], [1.72, 0.72, -6.35], [0.74, -3.04, -2.54], [0.48, -3.89, -3.73], [0.89, -3.49, -4.80], [-0.12, -4.93, -3.55], [1.28, -2.15, -2.85], [-0.22, -2.78, -2.11], [1.34, -3.63, -1.84], [-3.13, -7.69, -1.60], [-2.55, -9.05, -1.74], [-3.28, -9.94, -2.13], [-1.37, -9.17, -1.44], [-4.18, -7.73, -1.90], [-3.04, -7.39, -0.56], [-2.57, -7.03, -2.26], [-3.36, 10.97, 4.53], [-2.65, 9.66, 4.46], [-2.22, 9.31, 3.37], [-2.55, 9.04, 5.49], [-3.38, 11.41, 3.54], [-4.37, 10.77, 4.88], [-2.82, 11.60, 5.23]]
}